Record 1
Formula: C4H12S
Source: OMol25
Level of theory: ωB97M-V/def2-TZVPD

Output
SMILES ... CSC.CC
Energy relative to the best compared isomer or geometry (same formula, charge and spin) ... 12.9 kcal/mol
Gap between HOMO and LUMO ... 9.44 eV

Structure (ORCA input):
```
! wB97M-V def2-TZVPD RIJCOSX def2/J DEFGRID3
* xyz 0 1
H -0.28 -0.85 3.91
H 0.23 2.25 3.47
H -0.36 1.23 -3.39
H -0.54 1.17 2.34
H -1.26 1.35 -1.92
H -0.27 -2.50 -1.14
C 0.16 1.22 3.16
H -0.62 0.45 5.04
H 1.07 1.02 2.59
H 0.48 1.81 -2.00
C -0.59 -1.77 -1.86
C 0.03 0.15 4.22
C -0.28 1.10 -2.32
S 0.53 -0.39 -1.74
H 0.93 0.09 4.77
H -0.68 -2.19 -2.86
H -1.63 -1.54 -1.60
*
```

***

Record 2
Formula: C4H12S
Source: OMol25
Level of theory: ωB97M-V/def2-TZVPD

Output
SMILES ... CSC.CC
Energy relative to the best compared isomer or geometry (same formula, charge and spin) ... 5.0 kcal/mol
Gap between HOMO and LUMO ... 9.45 eV

Structure (ORCA input):
```
! wB97M-V def2-TZVPD RIJCOSX def2/J DEFGRID3
* xyz 0 1
H 3.00 1.75 -1.79
C -1.71 -2.80 0.76
H 3.05 0.44 -0.62
H -2.43 -3.36 1.35
H -1.69 -1.32 2.46
H -0.88 -3.47 0.56
C 0.17 2.73 -0.84
H -0.55 1.98 -1.16
H -2.18 -2.53 -0.18
C -1.17 -1.58 1.52
H -1.28 -0.67 0.92
S 1.54 2.09 0.11
C 2.40 1.12 -1.15
H -0.34 3.44 -0.19
H 0.50 3.29 -1.72
H 1.68 0.57 -1.76
H -0.11 -1.68 1.74
*
```

***

Record 3
Formula: C4H12S
Source: OMol25
Level of theory: ωB97M-V/def2-TZVPD

Output
SMILES ... CSC.CC
Energy relative to the best compared isomer or geometry (same formula, charge and spin) ... 6.9 kcal/mol
Gap between HOMO and LUMO ... 9.52 eV

Structure (ORCA input):
```
! wB97M-V def2-TZVPD RIJCOSX def2/J DEFGRID3
* xyz 0 1
S 0.42 -0.33 -2.41
H 1.92 -0.36 -0.48
H -1.02 2.62 2.54
H -0.26 1.11 0.85
H -1.53 0.01 1.07
H -0.34 -2.23 -1.07
C -0.87 0.67 1.64
H 1.18 -2.54 -1.91
C -1.67 1.75 2.36
H -2.41 2.19 1.68
C 1.96 -0.08 -1.53
H -0.30 0.05 2.32
H -2.01 1.47 3.35
H 2.78 -0.71 -1.88
H 2.27 0.95 -1.68
H -0.31 -2.51 -2.83
C 0.21 -2.06 -1.99
*
```

***

Record 4
Formula: C4H12S2
Source: OMol25
Level of theory: ωB97M-V/def2-TZVPD

Output
SMILES ... CCC.CSS
Energy relative to the best compared isomer or geometry (same formula, charge and spin) ... 29.6 kcal/mol
Gap between HOMO and LUMO ... 8.71 eV

Structure (ORCA input):
```
! wB97M-V def2-TZVPD RIJCOSX def2/J DEFGRID3
* xyz 0 1
H 1.28 1.15 1.02
C -1.07 -1.97 -1.58
H 0.84 -1.48 -0.66
H -0.54 -0.12 -0.53
H 0.24 1.81 2.25
S 1.67 3.03 -1.53
H -0.87 -2.56 1.24
C 0.93 2.10 1.44
C -0.47 -1.63 1.06
H 1.73 2.70 1.80
H -1.29 -1.01 1.48
H -0.73 -1.55 -2.52
S 0.10 2.86 -0.02
H -0.95 -2.97 -1.51
H 1.12 4.22 -1.98
H 0.38 -1.54 1.80
C -0.25 -1.25 -0.48
H -2.12 -1.81 -1.28
*
```

***

Record 5
Formula: C4H12S2
Source: OMol25
Level of theory: ωB97M-V/def2-TZVPD

Output
SMILES ... CSC.CSC
Energy relative to the best compared isomer or geometry (same formula, charge and spin) ... 18.7 kcal/mol
Gap between HOMO and LUMO ... 9.11 eV

Structure (ORCA input):
```
! wB97M-V def2-TZVPD RIJCOSX def2/J DEFGRID3
* xyz 0 1
C 0.09 3.91 2.07
S 0.21 -3.61 -0.57
H 1.48 2.62 -1.06
H 2.39 3.37 0.28
H 1.10 4.07 2.42
C 1.40 2.98 -0.04
H 0.29 -5.71 -1.47
H -1.48 -2.37 0.68
S 0.01 4.10 0.25
C -1.20 -2.54 -0.37
H -2.08 -2.83 -0.96
H -0.35 2.96 2.32
H -0.45 4.79 2.43
C -0.57 -5.12 -1.14
H -1.41 -4.87 -1.79
H -0.95 -5.61 -0.25
H 1.13 2.11 0.58
H -0.90 -1.56 -0.74
*
```

***

Record 6
Formula: C4H12S2
Source: OMol25
Level of theory: ωB97M-V/def2-TZVPD

Output
Expectation value of S² ... 0.76
Energy relative to the best compared isomer or geometry (same formula, charge and spin) ... 3.4 kcal/mol
Gap between HOMO and LUMO (alpha / beta) ... 11.11 / 3.61 eV

Structure (ORCA input):
```
! wB97M-V def2-TZVPD RIJCOSX def2/J DEFGRID3
* xyz 1 2
H 0.15 1.70 0.14
H -2.53 -2.36 1.55
S 2.32 0.90 0.49
H -2.81 -0.97 0.34
H 3.08 2.88 1.56
C -0.92 -1.84 -1.84
H -0.05 -1.46 -2.35
C 1.02 1.66 -0.50
C 2.39 2.09 1.86
H 1.29 2.64 -0.93
H 2.74 1.63 2.78
H -2.99 -2.60 -0.14
H -1.22 -2.74 -2.36
S -0.68 -1.98 -0.06
H 0.86 1.01 -1.36
H -1.63 -1.03 -1.80
H 1.40 2.46 2.11
C -2.41 -1.97 0.52
*
```

***

Record 7
Formula: C4H13AlNO4P
Source: OMol25
Level of theory: ωB97M-V/def2-TZVPD

Output
Gap between HOMO and LUMO ... 3.78 eV

Structure (ORCA input):
```
! wB97M-V def2-TZVPD RIJCOSX def2/J DEFGRID3
* xyz 0 1
H 2.95 1.74 2.06
C 0.26 0.00 -1.37
P 1.66 1.19 2.49
H -0.61 -2.16 -1.29
H -0.87 -4.77 -1.19
H 0.06 -5.66 -2.27
H -0.55 -1.31 0.45
H 1.18 0.16 1.56
H 1.01 3.58 -0.22
O 1.51 -0.41 -1.74
C -0.79 2.05 -0.55
H -1.12 -4.61 -2.84
C -0.03 3.31 0.25
H 0.28 -4.00 -2.14
H -0.78 4.23 0.13
H -1.84 -0.74 -0.88
O -2.03 1.76 -0.12
H -1.33 2.35 2.80
O -0.07 1.41 -1.66
H 0.52 4.22 3.10
O 1.67 0.60 3.96
N -0.41 -4.76 -2.11
Al 0.07 2.93 2.29
C -0.73 -1.13 -0.71
*
```

***

Record 8
Formula: C4H13BNYb
Source: OMol25
Level of theory: ωB97M-V/def2-TZVPD

Output
Gap between HOMO and LUMO ... 3.97 eV

Structure (ORCA input):
```
! wB97M-V def2-TZVPD RIJCOSX def2/J DEFGRID3
* xyz 1 1
C -0.42 -1.32 -0.98
H -1.06 0.96 -0.66
H -0.16 1.94 1.62
B -1.89 -1.67 -0.34
H 2.69 2.65 2.04
H 0.38 -1.92 -0.32
Yb -3.16 -2.84 -2.63
C -0.10 0.32 -0.91
H -2.46 -0.71 0.09
C 1.05 0.52 0.24
H 2.51 0.94 2.04
H 2.12 0.38 -0.23
H 0.96 -0.34 1.07
C 0.90 1.94 1.10
H -2.54 -2.14 -1.20
H 0.25 0.63 -2.00
H 0.97 2.89 0.42
H -0.27 -1.67 -2.10
N 2.01 1.87 2.17
H -1.76 -2.43 0.58
*
```

***

Record 9
Formula: C4H13ClN4
Source: OMol25
Level of theory: ωB97M-V/def2-TZVPD

Output
SMILES ... N/C(Cl)=C\[NH2+]CCN[NH3+]
Energy relative to the best compared isomer or geometry (same formula, charge and spin) ... 43.8 kcal/mol
Gap between HOMO and LUMO ... 10.00 eV

Structure (ORCA input):
```
! wB97M-V def2-TZVPD RIJCOSX def2/J DEFGRID3
* xyz 2 1
C 2.85 0.01 0.24
N 1.11 1.59 -0.27
C -0.75 0.03 0.16
H -0.25 -2.74 0.15
N -0.98 -1.03 -0.87
H 1.27 1.57 0.75
H 3.24 1.42 1.72
N 2.67 0.55 1.58
H 1.44 2.48 -0.74
H -1.42 -2.93 -1.04
H -0.88 2.16 0.05
C -0.35 1.36 -0.52
C 1.93 0.44 -0.64
H -0.75 1.37 -1.57
H 1.73 0.10 -1.70
Cl 3.50 -1.53 0.05
H -1.67 -0.71 -1.56
H -2.00 -2.27 0.43
H -1.63 0.25 0.84
N -1.16 -2.35 -0.26
H 0.05 -0.17 0.88
H 3.25 -0.06 2.13
*
```

***

Record 10
Formula: C4H13INOSi
Source: OMol25
Level of theory: ωB97M-V/def2-TZVPD

Output
SMILES ... C[Si@](O)(I)CCC[NH3+]
Energy relative to the best compared isomer or geometry (same formula, charge and spin) ... 0.0 kcal/mol
Gap between HOMO and LUMO ... 9.12 eV

Structure (ORCA input):
```
! wB97M-V def2-TZVPD RIJCOSX def2/J DEFGRID3
* xyz 1 1
C 0.08 1.60 -0.46
Si -0.99 -2.37 -0.37
H -1.75 0.47 -0.18
I -1.21 -2.49 -3.07
H 0.20 -1.15 1.38
O -2.40 -1.67 -0.11
H -0.53 2.48 -0.42
H -0.23 0.68 -2.29
H -1.06 -3.67 1.71
H 1.23 0.37 -1.74
H 0.98 1.78 0.21
H -1.36 -4.71 0.28
H 1.07 1.98 -2.33
H -0.83 0.81 1.31
H 0.25 -4.31 0.90
H -3.25 -1.98 -0.48
C -0.82 -3.93 0.68
C 0.02 -0.92 0.27
N 0.55 1.24 -1.79
H 0.93 -0.66 -0.40
C -0.77 0.49 0.30
*
```

***

Record 11
Formula: C4H13N2
Source: OMol25
Level of theory: ωB97M-V/def2-TZVPD

Output
Expectation value of S² ... 0.75
Energy relative to the best compared isomer or geometry (same formula, charge and spin) ... 57.4 kcal/mol
Gap between HOMO and LUMO (alpha / beta) ... 4.68 / 10.52 eV

Structure (ORCA input):
```
! wB97M-V def2-TZVPD RIJCOSX def2/J DEFGRID3
* xyz 0 2
H -1.71 -0.44 -1.40
H -0.70 0.84 0.57
C 2.13 -1.13 1.53
H 2.59 -1.30 2.50
N 0.53 -1.76 -0.19
C -0.71 1.26 -0.44
H 2.53 -0.34 0.91
H -2.80 0.80 -0.81
C 1.09 -1.89 1.16
H 0.64 -2.66 1.75
H -1.77 2.94 0.00
H 0.26 1.03 -0.89
N -0.88 2.72 -0.43
H -0.21 -1.07 -0.15
H 1.27 -1.41 -0.89
H -0.19 3.13 0.18
H 0.12 -2.67 -0.56
H -1.83 1.07 -2.27
C -1.82 0.63 -1.27
*
```

***

Record 12
Formula: C4H13N2
Source: OMol25
Level of theory: ωB97M-V/def2-TZVPD

Output
Expectation value of S² ... 0.75
Energy relative to the best compared isomer or geometry (same formula, charge and spin) ... 9.1 kcal/mol
Gap between HOMO and LUMO (alpha / beta) ... 9.21 / 9.33 eV

Structure (ORCA input):
```
! wB97M-V def2-TZVPD RIJCOSX def2/J DEFGRID3
* xyz 0 2
N -1.16 1.74 0.19
H 3.14 0.12 -1.14
H -3.24 -1.63 -0.38
H -0.61 1.72 -0.67
H 0.28 1.58 1.58
H -2.07 1.32 -0.09
C 2.45 0.17 -0.29
H -1.68 -1.18 0.15
C -0.45 0.87 1.15
H 0.60 0.19 -1.44
C 0.11 -0.41 0.59
N -2.31 -1.17 -0.61
H 2.86 -0.47 0.54
H 0.39 -1.21 1.34
H 2.43 1.20 0.08
H -1.11 0.65 1.96
C 1.05 -0.39 -0.61
H -1.78 -1.71 -1.31
H 1.11 -1.40 -1.05
*
```

***

Number 1: electronic energy -15177.1455 eV, largest force on an atom 2.0 eV/A. Number 2: electronic energy -15177.4880 eV, largest force on an atom 0.7 eV/A. Number 3: electronic energy -15177.4050 eV, largest force on an atom 1.5 eV/A. Number 4: electronic energy -26011.8355 eV, largest force on an atom 4.0 eV/A. Number 5: electronic energy -26012.3064 eV, largest force on an atom 1.8 eV/A. Number 6: electronic energy -26004.1776 eV, largest force on an atom 1.2 eV/A. Number 7: electronic energy -29917.7323 eV, largest force on an atom 8.7 eV/A. Number 8: electronic energy -38042.1607 eV, largest force on an atom 2.7 eV/A. Number 9: electronic energy -22822.3690 eV, largest force on an atom 3.6 eV/A. Number 10: electronic energy -23869.4709 eV, largest force on an atom 4.3 eV/A. Number 11: electronic energy -7334.7900 eV, largest force on an atom 0.5 eV/A. Number 12: electronic energy -7336.8850 eV, largest force on an atom 2.3 eV/A.